Entry from the Open Molecules 2025 dataset: a molecular structure, C25H69O11Zr at a distorted geometry (ωB97M-V with the def2-TZVPD basis set).

```
! RIJCOSX wB97M-V def2-TZVPD def2/J DEFGRID3
* xyz 1 1
Zr 0.2741 0.8062 3.8138
C -0.0755 -0.5119 -0.1642
C -0.2197 0.8862 0.4026
C -1.2046 1.7369 -0.3817
O -0.4000 0.9790 1.7862
H 0.6353 -1.1668 0.3369
H 0.1837 -0.4188 -1.2177
H -1.0393 -1.0320 -0.1209
H 0.7472 1.3581 0.1520
H -1.1526 2.7591 0.0068
H -2.2354 1.3868 -0.3093
H -0.9011 1.8693 -1.4201
C 3.5823 -0.8202 1.6059
C 3.0537 -1.2099 2.9700
C 4.1422 -1.1963 4.0287
O 1.9815 -0.3735 3.3353
H 4.3602 -1.5122 1.2737
H 4.0001 0.1877 1.5850
H 2.8048 -0.9241 0.8445
H 2.7107 -2.2478 2.8832
H 4.6772 -0.2453 4.0631
H 4.8396 -2.0073 3.8155
H 3.7561 -1.3855 5.0323
C -0.8383 -2.5673 2.7623
C -1.0196 -2.1554 4.2226
C 0.1198 -2.7657 5.0410
O -1.1636 -0.7696 4.4308
H -0.8078 -3.6474 2.6543
H 0.0517 -2.0788 2.3523
H -1.6554 -2.1737 2.1501
H -1.9479 -2.6014 4.5954
H 1.0792 -2.3599 4.6965
H 0.1971 -3.8398 4.8613
H 0.0879 -2.6217 6.1217
C -3.6308 -3.9913 -1.0535
C -2.1682 -4.1071 -0.6973
O -1.5920 -5.0814 -1.5452
H -3.7470 -3.9412 -2.1348
H -4.0979 -3.1118 -0.6023
H -4.2029 -4.8266 -0.6475
H -2.0614 -4.4244 0.3475
H -1.6566 -3.1448 -0.8189
H -0.6822 -5.2902 -1.2758
C 1.5183 -3.9216 0.2445
C 2.0257 -5.2942 -0.1327
O 0.9565 -6.0386 -0.7260
H 2.2743 -3.4778 0.8986
H 0.5801 -4.0281 0.7843
H 1.4052 -3.2579 -0.6123
H 2.3979 -5.8450 0.7408
H 2.8801 -5.2479 -0.8207
H 1.2979 -6.9168 -0.9267
C 0.6691 4.4893 -2.0534
C 2.0674 4.7711 -2.5842
O 2.8397 5.4110 -1.5737
H 0.7599 3.9774 -1.0930
H 0.0451 3.9023 -2.7293
H 0.1669 5.4440 -1.8761
H 1.9556 5.3964 -3.4763
H 2.5412 3.8555 -2.9361
H 2.5652 6.3332 -1.5536
C 3.6689 0.3421 -2.2883
C 3.0424 -1.0125 -2.5350
O 3.0864 -1.2451 -3.9420
H 4.7140 0.3643 -2.5994
H 3.6267 0.5108 -1.2072
H 3.1687 1.1418 -2.8319
H 2.0223 -0.9665 -2.1377
H 3.5909 -1.8366 -2.0663
H 2.5739 -2.0343 -4.1480
C -4.6505 -0.8132 1.4097
C -3.7587 0.0410 2.2958
O -3.9644 -0.1590 3.7019
H -5.7119 -0.6096 1.5675
H -4.4934 -1.8796 1.5757
H -4.4414 -0.5809 0.3627
H -3.9820 1.1028 2.1212
H -2.7011 -0.1346 2.0974
H -4.9038 0.0170 3.8424
C 0.3367 0.7382 -4.4382
C -1.0855 0.6753 -4.9500
O -1.0058 0.5538 -6.3690
H 0.8789 1.5953 -4.8457
H 0.8679 -0.1628 -4.7339
H 0.3795 0.9108 -3.3581
H -1.6356 1.5824 -4.6803
H -1.5785 -0.2024 -4.5221
H -1.8642 0.2698 -6.6981
C 1.3252 4.2134 1.7755
C 2.1750 3.0878 2.3582
O 1.6088 2.5813 3.6119
H 0.2877 3.8689 1.7488
H 1.6362 4.4746 0.7679
H 1.3552 5.0621 2.4600
H 3.1908 3.4253 2.5706
H 2.3072 2.2844 1.6337
H 2.0971 3.0674 4.2926
C -4.7258 4.6858 -1.9576
C -3.3809 4.0319 -2.2641
O -2.9452 4.3353 -3.5857
H -4.6825 5.7618 -2.1250
H -4.9119 4.5422 -0.8881
H -5.5406 4.2557 -2.5369
H -3.5266 2.9508 -2.1452
H -2.6490 4.3399 -1.5189
H -3.5316 3.8529 -4.1774
*
```

highest occupied orbital energy = -11.438 eV
F_max = 9.00 eV/Å
E = -50839.762 eV

Atomic partial charges in e from the Mulliken method, atoms 1 to 4: atom 1 (Zr): 1.581, atom 2 (C): -0.387, atom 3 (C): 1.555, atom 4 (C): -1.468



Entry from the Open Molecules 2025 dataset: C22H22N4O3S in the gas phase at a distorted geometry (ωB97M-V with the def2-TZVPD basis set).

```
! RIJCOSX wB97M-V def2-TZVPD def2/J DEFGRID3
* xyz 0 1
C -4.3275 -2.4834 -0.1021
H -4.4339 -1.7105 0.6540
H -4.2376 -3.4425 0.4013
H -5.2173 -2.4949 -0.7264
C -3.0885 -2.2071 -0.9462
C -1.8504 -2.1583 -0.0561
O -1.8944 -2.0296 1.1432
N -0.6886 -2.2522 -0.7785
C 0.6251 -2.0846 -0.3481
C 0.9604 -1.9100 0.9951
C 2.2743 -1.6641 1.3461
C 3.2471 -1.6077 0.3683
C 2.9449 -1.8427 -0.9585
C 1.6324 -2.0755 -1.3172
H 1.3768 -2.2373 -2.3551
H 3.7325 -1.8211 -1.6943
S 4.9089 -1.1660 0.8196
O 4.9550 -0.7428 2.1846
O 5.8462 -2.1596 0.3901
N 5.2265 0.1578 -0.2034
C 4.3929 1.2302 -0.2724
N 3.1582 1.0396 0.1655
C 2.2818 2.0368 0.0302
C 2.6843 3.2585 -0.5231
C 4.0051 3.3525 -0.9215
N 4.8654 2.3520 -0.8177
H 4.4054 4.2623 -1.3510
H 2.0095 4.0912 -0.6231
C 0.9402 1.7212 0.4781
C -0.1644 2.4269 0.1992
C -1.5139 2.0808 0.6064
C -1.7893 1.0932 1.5559
C -3.0912 0.7936 1.9048
C -4.1478 1.4695 1.3141
C -3.8921 2.4581 0.3765
C -2.5902 2.7633 0.0304
H -2.3974 3.5350 -0.7020
H -4.7108 2.9922 -0.0836
H -5.1659 1.2316 1.5853
H -3.2791 0.0218 2.6349
H -0.9821 0.5599 2.0302
H -0.0883 3.3216 -0.4067
H 0.8860 0.7953 1.0309
H 6.1818 0.3085 -0.4867
H 2.5603 -1.4851 2.3698
H 0.1859 -1.9502 1.7430
H -0.7879 -2.3712 -1.7776
C -3.2176 -0.8638 -1.6724
H -2.3429 -0.6504 -2.2836
H -4.0932 -0.8740 -2.3175
H -3.3320 -0.0605 -0.9485
H -2.9627 -3.0080 -1.6840
*
```

highest occupied orbital energy = -8.562 eV
SMILES string = CC(C)C(=O)Nc1ccc(S(=O)(=O)Nc2nccc(/C=C/c3ccccc3)n2)cc1
F_max = 1.36 eV/Å
E = -46109.820 eV

Atomic partial charges in e from the Mulliken method, atoms 1 to 4: atom 1 (C): -1.451, atom 2 (H): 0.159, atom 3 (H): 0.381, atom 4 (H): 0.435



Entry from the Open Molecules 2025 dataset: 2 unconnected molecules or ions with the total composition C2H4ClNO2 at a distorted geometry (ωB97M-V with the def2-TZVPD basis set).

```
! RIJCOSX wB97M-V def2-TZVPD def2/J DEFGRID3
* xyz 0 3
C 1.3395 -0.1279 0.3790
C 0.1371 -0.6938 -0.2419
N -1.6278 1.0329 -0.1982
O -1.6426 2.2581 -0.0649
O -2.4666 0.1753 -0.3297
Cl -0.7736 -1.8469 0.5620
H 2.0690 -0.6967 -0.1631
H 1.3659 -0.2987 1.4070
H 1.5065 0.8681 -0.1086
H 0.0926 -0.6703 -1.2416
*
```

highest occupied orbital energy (alpha / beta) = -7.327 / -10.975 eV
F_max = 3.61 eV/Å
E = -20239.989 eV

Atomic partial charges in e from the Mulliken method, atoms 1 to 4: atom 1 (C): -0.874, atom 2 (C): -0.397, atom 3 (N): 0.666, atom 4 (O): -0.406



Entry from the Open Molecules 2025 dataset: 3 unconnected molecules or ions with the total composition C5H11NS2 at a distorted geometry (ωB97M-V with the def2-TZVPD basis set).

```
! RIJCOSX wB97M-V def2-TZVPD def2/J DEFGRID3
* xyz 0 1
C -1.1211 -1.6448 0.8579
S -2.6800 -2.4727 0.9678
S -1.7864 1.3516 0.4736
C -3.3247 0.5032 0.6514
H -0.2972 -2.3070 1.1470
H -0.9664 -1.2434 -0.1395
H -1.1253 -0.8072 1.5679
H -3.3829 -0.1003 1.5752
H -4.0817 1.2928 0.8011
H -3.6554 -0.1451 -0.1596
C 1.6922 0.5516 -0.9798
C 1.9544 0.3725 0.3482
C 3.5187 0.7523 -1.9331
N 2.3673 0.1508 -2.1355
H 0.8671 1.2479 -1.1601
H 2.7084 -0.3489 0.6488
H 1.2515 0.7722 1.0616
H 3.9136 1.5896 -2.5176
H 4.1477 0.4847 -1.0753
*
```

highest occupied orbital energy = -8.395 eV
F_max = 4.33 eV/Å
E = -28516.014 eV

Atomic partial charges in e from the Mulliken method, atoms 1 to 4: atom 1 (C): -0.782, atom 2 (S): -0.112, atom 3 (S): -0.125, atom 4 (C): -0.850



Entry from the Open Molecules 2025 dataset: a molecular structure, C7H14N2O at a distorted geometry (ωB97M-V with the def2-TZVPD basis set).

```
! RIJCOSX wB97M-V def2-TZVPD def2/J DEFGRID3
* xyz 0 1
C 0.4963 0.8787 1.0211
C -1.6852 1.4059 -0.6714
C -1.9164 -0.4932 0.8062
C -0.0217 2.0289 1.8512
N -0.9955 0.3052 -0.0002
H 0.6816 -0.0299 1.5874
H 1.3669 1.1693 0.4455
H -1.3594 -1.3025 1.2757
H -0.9565 1.9690 -1.2533
H -2.1757 2.0600 0.0536
H -2.4586 1.0226 -1.3405
H -2.3863 0.1222 1.5782
H -2.7065 -0.9213 0.1846
H 0.7561 2.3273 2.5627
H -0.2301 2.9028 1.2334
H -0.9214 1.7694 2.4071
C 2.3080 -2.7033 -1.3297
C 1.9466 -1.3221 -1.8375
C 0.8464 -0.6904 -1.1379
O 2.6127 -0.7184 -2.6637
N -0.3688 -0.6618 -1.1780
H 3.1968 -3.0609 -1.8454
H 2.5036 -2.6770 -0.2561
H 1.4671 -3.3805 -1.4930
*
```

highest occupied orbital energy = -6.912 eV
F_max = 3.19 eV/Å
E = -12509.098 eV

Atomic partial charges in e from the Mulliken method, atoms 1 to 4: atom 1 (C): -0.231, atom 2 (C): -0.974, atom 3 (C): -0.999, atom 4 (C): -1.208



Entry from the Open Molecules 2025 dataset: C4H5NO in the gas phase at a distorted geometry (ωB97M-V with the def2-TZVPD basis set).

```
! RIJCOSX wB97M-V def2-TZVPD def2/J DEFGRID3
* xyz 0 1
C -1.2801 0.4056 -0.0244
C -0.3498 -0.6081 -0.6375
O 0.8962 -0.1613 -1.1744
C 1.5834 0.3227 -0.1156
N 1.0060 0.3861 0.9995
C -0.2595 -0.3120 0.8545
H -1.0824 1.4599 -0.2111
H -2.3449 0.1583 -0.0511
H -0.7189 -1.4489 -1.2228
H 2.6233 0.5743 -0.2464
H -0.0734 -0.7766 1.8293
*
```

highest occupied orbital energy = -9.454 eV
SMILES string = C1=N[C@H]2C[C@H]2O1
F_max = 2.88 eV/Å
E = -7764.109 eV

Atomic partial charges in e from the Mulliken method, atoms 1 to 4: atom 1 (C): -0.691, atom 2 (C): -0.082, atom 3 (O): -0.381, atom 4 (C): 0.069



Entry from the Open Molecules 2025 dataset: a gas-phase ion, C6H9N2S (charge +1) at a distorted geometry (ωB97M-V with the def2-TZVPD basis set).

```
! RIJCOSX wB97M-V def2-TZVPD def2/J DEFGRID3
* xyz 1 1
C -0.5850 -0.2918 0.1597
C -0.0912 -1.5234 0.0533
C 1.7060 -0.1268 0.1076
C 0.2497 1.9641 -0.0982
C -0.7331 -2.8293 0.0176
C -0.9007 2.7863 -0.1161
N 0.4098 0.6848 0.0156
N 1.2701 -1.3808 0.0635
S 3.3107 0.2334 0.1764
H -1.6086 0.0070 0.1891
H 1.2523 2.5544 -0.2203
H 0.0857 -3.5557 0.1343
H -1.5050 -2.8212 0.8092
H -1.2126 -2.8820 -1.0005
H -1.0234 3.5239 -0.9200
H -0.6642 3.5167 0.7630
H -1.9067 2.3639 0.0000
H 1.9463 -2.2236 -0.1340
*
```

highest occupied orbital energy (alpha / beta) = -12.562 / -12.562 eV
SMILES string = C/C=[N+]1\C=C(C)NC1=S
F_max = 4.63 eV/Å
E = -20175.147 eV

Atomic partial charges in e from the Mulliken method, atoms 1 to 4: atom 1 (C): -0.347, atom 2 (C): 0.181, atom 3 (C): -0.101, atom 4 (C): 0.582



Entry from the Open Molecules 2025 dataset: a molecular structure, C32H30F14N8O3STc at a distorted geometry (ωB97M-V with the def2-TZVPD basis set).

```
! RIJCOSX wB97M-V def2-TZVPD def2/J DEFGRID3
* xyz 1 1
Tc -0.0486 0.1302 -0.3527
S 2.1702 0.7150 -0.8956
C 2.4797 -0.6521 -1.9220
N 3.6098 -0.8491 -2.5956
N 4.5440 0.0049 -2.4489
C 5.7241 -0.0198 -3.2248
C 5.9127 -0.9734 -4.2166
C 7.0593 -0.9107 -4.9889
C 8.0039 0.0852 -4.7742
C 7.8089 1.0216 -3.7690
C 6.6669 0.9720 -2.9878
N 1.5598 -1.5794 -2.1717
N 0.4006 -1.4300 -1.6358
C -0.4712 -2.4709 -2.0993
C -1.7599 -2.1343 -2.4377
C -2.5982 -3.0908 -2.9941
C -2.1420 -4.3830 -3.1902
C -0.8411 -4.7201 -2.8301
C 0.0032 -3.7653 -2.2951
H 4.3885 0.8114 -1.8411
H 5.1641 -1.7362 -4.3756
H 7.2123 -1.6398 -5.7730
H 8.8891 0.1341 -5.3933
H 8.5436 1.7957 -3.5948
H 6.5009 1.7000 -2.2021
H -2.0882 -1.1189 -2.3033
H -3.6048 -2.8165 -3.2787
H -2.7910 -5.1268 -3.6329
H -0.4829 -5.7307 -2.9772
H 1.0229 -4.0052 -2.0275
N -0.4575 1.9777 0.9301
C -0.5031 1.9263 2.3997
C -0.8505 3.3141 2.9700
C -0.7830 3.6150 4.4810
C -1.7619 2.9083 5.4071
N -1.6864 1.4519 5.3432
C -0.6956 0.6927 5.7827
N -0.6962 -0.6122 5.4954
N 0.2843 1.2048 6.5293
C 0.7905 1.3598 2.9078
O 1.4945 1.8506 3.7399
O 1.1272 0.1196 2.4497
H 0.1589 2.7409 0.6641
H -1.3997 2.2013 0.6096
H -1.2653 1.1813 2.6420
H -1.8567 3.5331 2.6013
H -0.1739 4.0322 2.5001
H -0.9892 4.6819 4.5860
H 0.2369 3.4494 4.8252
H -2.7859 3.1681 5.1412
H -1.6107 3.2349 6.4386
H -2.4329 0.9862 4.8541
H -1.4235 -1.0214 4.9311
H 0.0326 -1.2200 5.8264
H 0.4054 2.2019 6.5763
H 1.1020 0.6516 6.7236
F -2.7205 -2.0049 1.8798
C -3.7441 -1.6418 1.0769
F -3.7346 -2.4641 0.0374
F -4.8691 -1.8691 1.7683
C -3.5687 -0.1445 0.6547
O -2.3036 0.1856 0.3508
C -4.5834 0.2041 -0.4972
F -4.6625 1.5346 -0.6240
F -4.2096 -0.2826 -1.6731
F -5.8169 -0.2626 -0.2538
C -4.0395 0.6995 1.8858
F -3.5024 0.1638 3.0264
F -5.3472 0.7713 2.0875
F -3.5672 1.9558 1.8229
F -2.0086 1.7117 -1.8386
C -0.6513 1.6995 -1.7225
F -0.1924 1.1236 -2.8753
C -0.2525 3.1984 -1.7684
F 0.9701 3.4247 -1.2590
F -1.1151 3.9194 -1.0262
F -0.2771 3.6689 -3.0056
C 0.6258 -0.4832 1.3423
C 1.1788 -1.8521 1.2631
C 0.3684 -2.9598 1.0294
C 0.9357 -4.2238 0.9503
C 2.3054 -4.3817 1.0833
C 3.1193 -3.2750 1.3109
C 2.5628 -2.0152 1.4098
H -0.6938 -2.8307 0.9153
H 0.3031 -5.0824 0.7682
H 2.7457 -5.3671 1.0040
H 4.1894 -3.4005 1.4100
H 3.1878 -1.1476 1.5762
*
```

highest occupied orbital energy = -9.775 eV
F_max = 1.04 eV/Å
E = -102807.372 eV

Atomic partial charges in e from the Mulliken method, atoms 1 to 4: atom 1 (Tc): -0.082, atom 2 (S): -0.511, atom 3 (C): 0.490, atom 4 (N): -0.498



Entry from the Open Molecules 2025 dataset: a molecular structure, C22H28AgF6N3OPS at a distorted geometry (ωB97M-V with the def2-TZVPD basis set).

```
! RIJCOSX wB97M-V def2-TZVPD def2/J DEFGRID3
* xyz -2 2
Ag 0.6590 -0.0352 -1.9872
O 0.1668 1.3539 -2.9788
S 2.1397 -0.6852 -3.8269
C 2.3723 -2.3611 -3.4698
N 3.3079 -2.6826 -2.4661
C 3.5666 -3.9953 -2.0972
C 2.9117 -4.9883 -2.7301
C 1.9803 -4.6018 -3.7421
N 1.7329 -3.3201 -4.0707
H 3.7671 -1.9142 -2.0156
H 4.2838 -4.1494 -1.3029
H 3.0522 -6.0307 -2.4888
H 1.4227 -5.3799 -4.2471
F 0.5555 -1.8446 -0.8589
P 0.5129 -3.3070 0.0562
F 1.7865 -2.5797 0.8514
F -0.8051 -4.3225 0.2003
F 1.3871 -4.6544 0.5110
F -0.4233 -2.4075 1.0724
F 0.6242 -3.8965 -1.4670
C -4.2704 -1.3904 -2.4523
C -3.7110 -0.5547 -1.3276
C -4.5394 -0.0849 -0.3028
C -3.9922 0.6752 0.7171
C -4.8576 1.1945 1.8406
C -2.6367 0.9675 0.7217
C -1.7515 0.5135 -0.2931
C -2.3711 -0.2586 -1.3164
N -0.4166 0.7426 -0.3632
C 0.3015 1.5278 0.6324
C 1.7825 1.5634 0.2033
C 2.6582 2.3612 1.1752
C 2.5797 1.7273 2.5630
C 1.1241 1.7110 3.0239
C 0.5912 3.1470 3.0796
C 0.6932 3.7976 1.6961
C 2.1512 3.8005 1.2423
C -0.1521 2.9987 0.6922
C 0.2840 0.8888 2.0343
H -5.3449 -1.5469 -2.3314
H -3.7884 -2.3687 -2.4806
H -4.1063 -0.9028 -3.4148
H -5.6015 -0.3174 -0.3050
H -5.8975 0.8891 1.7104
H -4.8315 2.2866 1.8802
H -4.5143 0.8112 2.8046
H -2.2676 1.5584 1.5429
H -1.7554 -0.6300 -2.1265
H 1.8528 1.9972 -0.7981
H 2.1606 0.5373 0.1356
H 3.6960 2.3539 0.8262
H 3.2023 2.2886 3.2743
H 2.9686 0.7052 2.5302
H 1.0617 1.2569 4.0188
H 1.1624 3.7326 3.8131
H -0.4525 3.1439 3.4135
H 0.3242 4.8287 1.7461
H 2.7681 4.3896 1.9355
H 2.2326 4.2716 0.2578
H -0.0719 3.4327 -0.3079
H -1.2000 3.0832 0.9775
H -0.7289 0.8061 2.4250
H 0.6636 -0.1327 1.9642
*
```

highest occupied orbital energy (alpha / beta) = 0.116 / -1.227 eV
F_max = 3.32 eV/Å
E = -70216.183 eV

Atomic partial charges in e from the Mulliken method, atoms 1 to 4: atom 1 (Ag): 0.273, atom 2 (O): -0.859, atom 3 (S): -0.371, atom 4 (C): 0.269